Density functional theory data (wB97M-V/def2-TZVPD) for a cluster of 10 separate species, C4H27N2O11 in total in a non-equilibrium geometry.

Bonds (Å) are listed after each position.
Positions of all 44 atoms, in Å:
1 C 0.887 -1.786 1.234  N2 1.484, C5 1.521, H9 1.083, H10 1.085
2 N 1.370 -0.759 0.279  C1 1.484, C3 1.472, H11 1.007
3 C 2.795 -0.422 0.426  N2 1.472, O4 1.414, H12 1.094, H13 1.092
4 O 2.953 0.890 0.928  C3 1.414, H31 0.979
5 C 0.267 -2.960 0.490  C1 1.521, N6 1.464, H14 1.103, H15 1.088
6 N -0.872 -2.605 -0.358  C5 1.464, C7 1.354, H16 1.013
7 C -1.996 -2.128 0.226  N6 1.354, O8 1.214, H17 1.104
8 O -2.783 -1.360 -0.286  C7 1.214
9 H 1.708 -2.153 1.837  C1 1.083
10 H 0.111 -1.389 1.879  C1 1.085
11 H 0.772 0.026 0.482  N2 1.007
12 H 3.368 -0.485 -0.504  C3 1.094
13 H 3.207 -1.153 1.124  C3 1.092
14 H -0.174 -3.578 1.290  C5 1.103
15 H 0.892 -3.689 -0.022  C5 1.088
16 H -0.581 -2.161 -1.221  N6 1.013
17 H -2.060 -2.349 1.306  C7 1.104
18 H -1.529 0.220 -4.117  O20 0.953
19 H -0.233 0.358 -3.412  O20 0.981
20 O -0.706 -0.251 -4.019  H18 0.953, H19 0.981
21 H 1.055 1.848 -1.638  O23 0.985
22 H -0.379 2.144 -2.357  O23 0.963
23 O 0.400 1.578 -2.323  H21 0.985, H22 0.963
24 H 1.564 -2.009 -1.779  O26 0.964
25 H 1.411 -1.750 -3.309  O26 0.939
26 O 1.225 -2.353 -2.613  H24 0.964, H25 0.939
27 H 0.036 0.072 3.383  O29 0.992
28 H -1.148 0.142 4.200  O29 0.955
29 O -0.489 -0.515 3.987  H27 0.992, H28 0.955
30 H 1.017 1.765 2.852  O32 0.972
31 H 2.150 1.152 1.423  O4 0.979
32 O 0.654 1.201 2.148  H30 0.972
33 H -1.949 1.375 -1.143  O35 0.971
34 H -2.896 0.596 -2.118  O35 0.968
35 O -2.401 1.420 -2.001  H33 0.971, H34 0.968
36 H 2.478 1.995 -0.220  O38 1.006
37 H 1.423 3.127 -0.076  O38 0.972
38 O 2.140 2.832 -0.662  H36 1.006, H37 0.972
39 H -0.131 2.012 1.194  O41 1.044
40 H -0.530 3.531 0.359  O41 0.957
41 O -0.636 2.589 0.484  H39 1.044, H40 0.957
42 H -3.296 1.617 1.880  O44 0.964
43 H -2.119 2.486 1.332  O44 0.985
44 O -2.784 2.415 2.054  H42 0.964, H43 0.985

Computed properties:
Charge: -1
HOMO-LUMO gap, eV: 9.33
E_HOMO, eV: -6.30
Relative energy (zero: lowest compared OMol25 entry of this formula, charge and spin), kJ/mol: 103.4
LUMO, eV: 3.0
Calculated total energy, eV: -30091.5345